Arrangement one

An isolated molecule of C18H20N4O4. Source: the Open Molecules 2025 dataset; level of theory: wB97M-V/def2-TZVPD.

Structure (ORCA input):
```
! RIJCOSX wB97M-V def2-TZVPD def2/J DEFGRID3
* xyz 0 1
C -0.89643 4.61535 -1.35993
O -1.21931 3.28064 -1.70350
C -1.09099 2.97405 -3.04792
O -0.75526 3.74670 -3.93490
C -1.37755 1.62032 -3.63217
C -2.43151 1.44518 -4.69694
C -3.72671 1.36415 -3.84609
C -3.34084 0.79248 -2.50105
N -1.91190 0.80682 -2.52397
C -1.15618 0.12680 -1.53979
O 0.03633 0.08041 -1.58149
C -1.76578 -0.65259 -0.37356
N -0.83661 -1.35704 0.58823
C -1.17541 -2.42335 1.37195
O -2.10938 -3.12921 1.11005
N -0.24928 -3.10136 2.15580
C 1.06119 -2.75549 2.63521
C 1.69802 -3.67402 3.44939
C 3.04139 -3.44272 3.88809
C 3.67866 -2.19357 3.74670
C 4.85075 -1.74243 4.37678
N 5.44453 -0.59248 4.13579
C 4.87636 0.25888 3.32668
C 3.69130 -0.07965 2.60918
C 3.06450 -1.27589 2.86995
C 1.74295 -1.55347 2.31728
H -1.48531 5.39211 -1.78280
H -0.97587 4.67904 -0.21963
H 0.14192 4.85841 -1.66464
H -0.46532 1.14166 -4.06982
H -2.25747 0.49540 -5.27799
H -2.51724 2.24303 -5.39046
H -4.60883 0.87330 -4.20938
H -3.95898 2.43762 -3.75951
H -3.83772 -0.23571 -2.34248
H -3.63587 1.48856 -1.69053
H -2.40031 -1.42092 -0.87679
H -2.37471 0.08145 0.18735
H 0.11066 -1.09344 0.52012
H -0.64495 -3.93533 2.62674
H 1.30987 -4.68585 3.44732
H 3.61913 -4.18965 4.38694
H 5.31071 -2.42796 5.17029
H 5.10420 1.32137 3.46172
H 3.17571 0.61276 1.96514
H 1.24758 -0.77438 1.67863
*
```

Calculated values
E_LUMO	-0.1	eV
SMILES	COC(=O)[C@@H]1CCCN1C(=O)CNC(=O)Nc1ccc2cnccc2c1
orbital gap	8.12	eV
HOMO	-8.209	eV



Arrangement two

An isolated molecule of C18H20N4O4. Source: the Open Molecules 2025 dataset; level of theory: wB97M-V/def2-TZVPD.

Structure (ORCA input):
```
! RIJCOSX wB97M-V def2-TZVPD def2/J DEFGRID3
* xyz 0 1
C -1.21371 4.24991 7.07407
C -1.02229 3.10347 6.15381
C -1.57567 2.79693 4.94502
C -0.96274 1.56104 4.60539
N -1.14688 0.77532 3.48741
C -1.94476 1.09224 2.43594
O -2.61743 2.09131 2.35217
C -1.93679 0.01687 1.33614
N -0.63695 -0.16931 0.73130
C 0.40854 -0.87747 1.33428
O 0.36284 -1.37364 2.43540
N 1.42963 -0.87817 0.45958
C 1.13090 -0.19293 -0.78113
C 2.04980 1.01046 -0.98966
C 1.17740 -1.18817 -1.95514
C 0.83809 -0.56160 -3.31212
C 0.67426 -1.64544 -4.34104
C -0.56230 -2.24712 -4.53598
C -0.71151 -3.26919 -5.45613
C 0.37738 -3.70513 -6.19195
C 1.61415 -3.11283 -6.00370
C 1.76048 -2.09066 -5.08243
C -0.30542 0.26994 -0.52270
O -1.02354 0.88337 -1.26631
N -0.12175 1.18449 5.54094
O -0.15506 2.13743 6.50437
H -1.54599 3.89561 8.04839
H -1.95377 4.92968 6.66391
H -0.27274 4.77971 7.21367
H -2.29645 3.33686 4.37180
H -0.60693 -0.09042 3.47108
H -2.26664 -0.93408 1.76596
H -2.61947 0.33586 0.54475
H 2.30794 -1.32707 0.65333
H 1.64231 1.64992 -1.76710
H 3.04580 0.68179 -1.27709
H 2.12013 1.58721 -0.06984
H 2.17771 -1.62741 -1.99441
H 0.46926 -1.99540 -1.74869
H -0.08737 0.00764 -3.22063
H 1.63699 0.11609 -3.61470
H -1.41410 -1.90409 -3.96607
H -1.67973 -3.72553 -5.60138
H 0.26174 -4.50189 -6.91167
H 2.46681 -3.44692 -6.57670
H 2.72784 -1.62870 -4.94213
*
```

Calculated values
E_LUMO	0.6	eV
SMILES	Cc1cc(NC(=O)CN2C(=O)N[C@@](C)(CCc3ccccc3)C2=O)no1
orbital gap	9.67	eV
HOMO	-9.114	eV



Stability, highest: arrangement two



Arrangement one

An isolated molecule of C25H28N4O3. Source: the Open Molecules 2025 dataset; level of theory: wB97M-V/def2-TZVPD.

Structure (ORCA input):
```
! RIJCOSX wB97M-V def2-TZVPD def2/J DEFGRID3
* xyz 0 1
C -5.58439 -2.57966 -2.09661
N -4.65521 -2.05018 -1.14109
C -3.44534 -2.58657 -0.81329
C -2.80461 -1.81935 0.12715
C -1.47999 -2.08300 0.66323
C -0.52159 -1.16898 0.86897
N -0.68471 0.17922 0.57034
C 0.33530 1.07204 0.47798
O 1.50490 0.74122 0.58208
C -0.07315 2.48379 0.24231
C -1.29957 2.86109 -0.30055
C -1.59427 4.20073 -0.47879
C -0.67697 5.17536 -0.12126
C 0.54968 4.80761 0.40655
C 0.85008 3.47079 0.58192
C 0.77357 -1.54473 1.55111
O 0.94349 -1.32566 2.73013
N 1.62583 -2.24918 0.77193
C 2.95109 -2.58681 1.24654
C 3.96898 -1.44506 1.08044
N 4.78754 -1.62067 -0.11227
C 6.02006 -0.84794 -0.09350
C 5.78473 0.64143 -0.37916
O 5.13647 0.82132 -1.62107
C 3.90155 0.12989 -1.64761
C 4.10845 -1.36563 -1.37405
C -3.70420 -0.74400 0.43375
C -3.69906 0.30019 1.36331
C -4.76923 1.16657 1.39219
C -5.85886 1.00808 0.53195
C -5.91842 -0.04240 -0.35762
C -4.84195 -0.92140 -0.39375
H -5.17396 -3.48785 -2.53406
H -6.53635 -2.81850 -1.61542
H -5.77045 -1.85596 -2.89452
H -3.09848 -3.48325 -1.29159
H -1.24659 -3.11590 0.87953
H -1.63134 0.48568 0.39477
H -2.02924 2.12634 -0.61194
H -2.54698 4.48451 -0.90126
H -0.91714 6.21903 -0.26012
H 1.27121 5.56290 0.67972
H 1.80100 3.16323 0.99006
H 1.47051 -2.23404 -0.22374
H 2.83725 -2.80921 2.30917
H 3.30277 -3.47693 0.72187
H 3.41684 -0.49798 1.10904
H 4.65049 -1.46527 1.93303
H 6.51211 -0.97305 0.87240
H 6.67049 -1.25689 -0.87398
H 6.73288 1.17754 -0.45230
H 5.17977 1.08564 0.42556
H 3.49192 0.28608 -2.64772
H 3.21341 0.55862 -0.90623
H 3.15067 -1.88487 -1.38854
H 4.73981 -1.78504 -2.16548
H -2.89273 0.40792 2.07432
H -4.77457 1.98141 2.10073
H -6.67704 1.71076 0.58310
H -6.77644 -0.18306 -0.99765
*
```

Calculated values
E_LUMO	0.5	eV
SMILES	Cn1cc(/C=C(\NC(=O)c2ccccc2)C(=O)NCCN2CCOCC2)c2ccccc21
orbital gap	8.23	eV
HOMO	-7.764	eV



Arrangement two

An isolated molecule of C25H28N4O3. Source: the Open Molecules 2025 dataset; level of theory: wB97M-V/def2-TZVPD.

Structure (ORCA input):
```
! RIJCOSX wB97M-V def2-TZVPD def2/J DEFGRID3
* xyz 0 1
C -7.57896 -1.80079 0.58474
O -7.37031 -0.47160 0.17493
C -6.09961 0.01412 0.15609
C -5.96028 1.34356 -0.25088
C -4.71900 1.93050 -0.30975
C -3.56915 1.20940 0.03160
C -2.27343 1.85455 -0.03896
O -2.25895 3.22551 -0.08543
C -0.97837 3.60575 -0.11899
N -0.57191 4.86950 -0.16607
C 0.74113 4.98961 -0.20394
N 1.65165 4.03254 -0.22859
C 1.25161 2.75721 -0.19716
N 2.16908 1.78051 -0.29143
C 3.58746 2.01990 -0.35266
C 4.31888 1.56750 0.91446
C 4.17221 0.07612 1.28100
N 4.74147 -0.92296 0.40201
C 3.94966 -1.31775 -0.73829
C 6.12998 -0.71386 0.06820
C -0.13089 2.48498 -0.10277
C -0.99474 1.34795 -0.04867
C -0.54947 -0.04793 -0.03390
C 0.24128 -0.52113 1.01417
C 0.69188 -1.82380 1.02281
C 0.37432 -2.68949 -0.02673
O 0.87945 -3.94850 0.07320
C 0.61943 -4.86408 -0.96219
C -0.41056 -2.22185 -1.07619
C -0.86656 -0.91527 -1.07212
C -3.71595 -0.11129 0.45031
C -4.96245 -0.70547 0.51027
H -7.25030 -1.96013 1.61685
H -8.65372 -1.96352 0.52095
H -7.06663 -2.51013 -0.07350
H -6.84978 1.89298 -0.51553
H -4.61974 2.95784 -0.62345
H 1.12389 6.00103 -0.22837
H 1.84522 0.82676 -0.24722
H 3.99919 1.51550 -1.23203
H 3.71225 3.09757 -0.47690
H 5.37639 1.80946 0.80139
H 3.93504 2.14734 1.75649
H 3.11593 -0.16785 1.41107
H 4.65925 -0.05736 2.25494
H 2.91717 -1.47128 -0.42878
H 4.33680 -2.26920 -1.10800
H 3.96822 -0.60254 -1.57491
H 6.29027 0.08409 -0.67345
H 6.53400 -1.64074 -0.34061
H 6.68212 -0.46685 0.97344
H 0.48357 0.13886 1.83537
H 1.29561 -2.20214 1.83287
H 1.02189 -4.51419 -1.91844
H -0.45264 -5.05946 -1.06799
H 1.12543 -5.78411 -0.67451
H -0.67470 -2.86413 -1.90122
H -1.48041 -0.56130 -1.88690
H -2.84934 -0.68057 0.74707
H -5.03387 -1.72936 0.84233
*
```

Calculated values
E_LUMO	0.5	eV
SMILES	COc1ccc(-c2oc3ncnc(NCCCN(C)C)c3c2-c2ccc(OC)cc2)cc1
orbital gap	7.89	eV
HOMO	-7.343	eV



Stability, highest: arrangement one



Arrangement one

An isolated molecule of CH2N4S. Source: the Open Molecules 2025 dataset; level of theory: wB97M-V/def2-TZVPD.

Structure (ORCA input):
```
! RIJCOSX wB97M-V def2-TZVPD def2/J DEFGRID3
* xyz 0 1
C 0.21625 0.02149 0.17240
N 0.87420 1.02476 0.80499
N 1.90908 1.48684 0.29257
N 2.70488 0.92674 -0.48893
N 2.74319 -0.60361 -0.40682
S 1.53481 -1.30482 0.36083
H -0.68585 -0.06586 0.80384
H -0.20297 0.18997 -0.81770
*
```

Calculated values
E_LUMO (alpha / beta)	-1.5 / -1.6	eV
SMILES	C1N=NN=NS1
orbital gap (alpha / beta)	7.76 / 7.60	eV
HOMO (alpha / beta)	-9.237 / -9.201	eV



Arrangement two

An isolated molecule of CH2N4S. Source: the Open Molecules 2025 dataset; level of theory: wB97M-V/def2-TZVPD.

Structure (ORCA input):
```
! RIJCOSX wB97M-V def2-TZVPD def2/J DEFGRID3
* xyz 0 1
S 2.10492 0.00862 -0.06017
C 0.34495 -0.13337 0.01119
N -0.46203 -1.22032 0.00852
N -1.75780 -0.73001 -0.07028
N -1.78256 0.52573 -0.06417
N -0.47715 0.93039 0.02088
H 2.35077 -1.31362 0.11307
H -0.32109 1.93258 0.04096
*
```

Calculated values
E_LUMO	0.5	eV
SMILES	Sc1nnn[nH]1
orbital gap	10.42	eV
HOMO	-9.952	eV



Arrangement three

An isolated molecule of CH2N4S. Source: the Open Molecules 2025 dataset; level of theory: wB97M-V/def2-TZVPD.

Structure (ORCA input):
```
! RIJCOSX wB97M-V def2-TZVPD def2/J DEFGRID3
* xyz 0 1
S -2.09404 -0.02130 -0.03157
N -0.35101 0.00237 0.03647
C 0.59805 0.97225 -0.04292
N 1.75784 0.43894 0.03679
N 1.54903 -0.91898 -0.03260
N 0.28714 -1.15825 -0.07918
H -2.12103 -1.34179 0.25576
H 0.37402 2.02676 -0.14275
*
```

Calculated values
E_LUMO	0.1	eV
SMILES	Sn1cnnn1
orbital gap	10.19	eV
HOMO	-10.052	eV



Stability, highest: arrangement two



Arrangement one

An isolated molecule of CH3Br2ClOSi. Source: the Open Molecules 2025 dataset; level of theory: wB97M-V/def2-TZVPD.

Structure (ORCA input):
```
! RIJCOSX wB97M-V def2-TZVPD def2/J DEFGRID3
* xyz 0 1
C 0.15566 -0.15466 0.26771
O 0.19978 -1.22088 1.21861
Si 1.66894 -2.45523 1.10508
Cl 3.35405 -1.57829 0.59572
Br 1.31689 -3.26929 3.05818
Br 1.15387 -3.95509 -0.49500
H -0.68514 0.46582 0.61191
H -0.18296 -0.80360 -0.68426
H 1.14127 0.39674 0.14754
*
```

Calculated values
E_LUMO	0.1	eV
SMILES	CO[Si](Cl)(Br)Br
orbital gap	10.19	eV
HOMO	-10.071	eV



Arrangement two

A cluster of 2 separate species, CH3Br2ClOSi in total. Source: the Open Molecules 2025 dataset; level of theory: wB97M-V/def2-TZVPD.

Structure (ORCA input):
```
! RIJCOSX wB97M-V def2-TZVPD def2/J DEFGRID3
* xyz 0 1
C 0.01839 -0.41740 0.13558
O 1.12881 0.22626 -0.28485
Si 3.64498 -1.41504 -0.20685
Cl 4.35030 -0.69796 -1.89821
Br 4.96562 -1.08882 1.44487
Br 2.50708 -3.23913 -0.03973
H 0.26138 -1.49112 0.19833
H -0.81988 -0.42791 -0.55815
H -0.27720 0.01131 1.07064
*
```

Calculated values
E_LUMO (alpha / beta)	-1.6 / -1.6	eV
orbital gap (alpha / beta)	6.40 / 6.37	eV
HOMO (alpha / beta)	-8.026 / -7.998	eV



Stability, highest: arrangement one